Computed, not measured: 10 unconnected molecules or ions with the total composition C32H90N6O14 at a distorted geometry, with the ωB97M-V functional and the def2-TZVPD basis.

Last columns: bonded neighbours and bond lengths (Å).
Element x y z (Å)
1 C 1.738 0.795 3.135  C2 1.553, H7 1.139, H8 1.070, H9 1.079
2 C 0.622 -0.115 3.715  C1 1.553, C3 1.562, N6 1.451, H10 1.134
3 C 1.165 -1.576 3.808  C2 1.562, O4 1.361, H11 1.132, H12 1.129
4 O 1.464 -2.138 2.605  C3 1.361, C5 1.392
5 C 2.123 -3.350 2.792  O4 1.392, H13 1.062, H14 1.122, H15 1.111
6 N 0.115 0.247 5.025  C2 1.451, H16 1.002, H17 1.023
7 H 2.171 0.347 2.182  C1 1.139
8 H 2.414 0.951 3.949  C1 1.070
9 H 1.215 1.713 2.913  C1 1.079
10 H -0.234 -0.175 2.974  C2 1.134
11 H 0.499 -2.281 4.390  C3 1.132
12 H 2.124 -1.424 4.382  C3 1.129
13 H 2.046 -3.895 1.884  C5 1.062
14 H 1.722 -4.042 3.579  C5 1.122
15 H 3.162 -3.117 3.111  C5 1.111
16 H 0.788 0.719 5.599  N6 1.002
17 H -0.656 0.899 4.859  N6 1.023
18 C -1.873 -5.468 -2.423  C19 1.533, H24 1.128, H25 1.068, H26 1.112
19 C -0.986 -4.912 -1.304  C18 1.533, C20 1.541, N23 1.495, H27 1.056
20 C -1.964 -4.354 -0.252  C19 1.541, O21 1.418, H28 1.114, H29 1.095
21 O -1.214 -3.745 0.785  C20 1.418, C22 1.393
22 C -1.916 -3.238 1.875  O21 1.393, H30 1.187, H31 1.077, H32 1.114
23 N -0.176 -5.966 -0.619  C19 1.495, H33 1.023, H34 1.000
24 H -1.272 -6.029 -3.196  C18 1.128
25 H -2.293 -4.565 -2.807  C18 1.068
26 H -2.609 -6.175 -1.982  C18 1.112
27 H -0.342 -4.120 -1.574  C19 1.056
28 H -2.641 -5.150 0.133  C20 1.114
29 H -2.601 -3.584 -0.701  C20 1.095
30 H -2.763 -2.423 1.708  C22 1.187
31 H -1.179 -2.865 2.568  C22 1.077
32 H -2.583 -4.021 2.303  C22 1.114
33 H 0.004 -5.613 0.324  N23 1.023
34 H 0.704 -6.157 -1.053  N23 1.000
35 C 6.232 -2.132 1.084  C36 1.563, H41 1.066, H42 1.110, H43 1.075
36 C 5.383 -3.014 0.112  C35 1.563, C37 1.542, N40 1.433, H44 1.124
37 C 4.043 -2.321 -0.210  C36 1.542, O38 1.416, H45 1.080, H46 1.080
38 O 3.485 -2.994 -1.323  C37 1.416, C39 1.410
39 C 2.893 -4.263 -1.154  O38 1.410, H47 1.082, H48 1.096, H49 1.066
40 N 6.108 -3.130 -1.118  C36 1.433, H50 1.025, H51 1.008
41 H 5.802 -2.124 2.059  C35 1.066
42 H 6.230 -1.094 0.692  C35 1.110
43 H 7.212 -2.557 1.199  C35 1.075
44 H 5.067 -4.034 0.461  C36 1.124
45 H 4.217 -1.350 -0.646  C37 1.080
46 H 3.316 -2.150 0.570  C37 1.080
47 H 2.253 -4.429 -0.297  C39 1.082
48 H 3.676 -5.023 -1.055  C39 1.096
49 H 2.212 -4.384 -1.965  C39 1.066
50 H 5.361 -3.297 -1.800  N40 1.025
51 H 6.821 -3.842 -1.150  N40 1.008
52 C -1.429 0.340 -0.514  C53 1.503, H58 1.058, H59 1.152, H60 1.071
53 C -0.147 0.561 -1.266  C52 1.503, C54 1.561, N57 1.523, H61 1.117
54 C 0.464 1.986 -1.084  C53 1.561, O55 1.445, H62 1.125, H63 1.098
55 O -0.213 3.024 -1.827  C54 1.445, C56 1.409
56 C -0.101 3.038 -3.231  O55 1.409, H64 1.085, H65 1.098, H66 1.030
57 N 0.823 -0.512 -0.788  C53 1.523, H67 1.014, H68 1.001
58 H -1.356 0.326 0.542  C52 1.058
59 H -1.781 -0.710 -0.833  C52 1.152
60 H -2.126 1.104 -0.793  C52 1.071
61 H -0.317 0.500 -2.368  C53 1.117
62 H 1.535 1.914 -1.422  C54 1.125
63 H 0.421 2.183 -0.005  C54 1.098
64 H -0.661 2.196 -3.622  C56 1.085
65 H 0.949 2.915 -3.529  C56 1.098
66 H -0.575 3.888 -3.568  C56 1.030
67 H 0.583 -0.647 0.188  N57 1.014
68 H 1.680 0.005 -0.747  N57 1.001
69 C -1.322 4.803 3.307  C70 1.506, H75 1.092, H76 1.128, H77 1.065
70 C -0.031 5.411 3.789  C69 1.506, C71 1.540, N74 1.518, H78 1.128
71 C 1.029 5.531 2.679  C70 1.540, O72 1.453, H79 1.098, H80 1.135
72 O 1.557 4.201 2.424  C71 1.453, C73 1.373
73 C 2.253 4.099 1.244  O72 1.373, H81 1.073, H82 1.104, H83 1.086
74 N -0.337 6.741 4.454  C70 1.518, H84 1.024, H85 1.025
75 H -1.222 3.836 2.811  C69 1.092
76 H -1.739 5.500 2.525  C69 1.128
77 H -1.953 4.676 4.156  C69 1.065
78 H 0.435 4.685 4.516  C70 1.128
79 H 1.876 6.173 2.954  C71 1.098
80 H 0.530 6.023 1.786  C71 1.135
81 H 2.592 3.084 1.171  C73 1.073
82 H 3.160 4.721 1.341  C73 1.104
83 H 1.623 4.389 0.408  C73 1.086
84 H -1.174 6.778 5.040  N74 1.024
85 H 0.358 7.046 5.143  N74 1.025
86 C -5.456 2.027 3.584  C87 1.561, H92 1.057, H93 1.056, H94 1.064
87 C -4.086 2.329 2.900  C86 1.561, C88 1.473, N91 1.491, H95 1.095
88 C -3.080 1.267 3.074  C87 1.473, O89 1.405, H96 1.106, H97 1.162
89 O -2.825 1.093 4.444  C88 1.405, C90 1.429
90 C -3.238 -0.155 5.004  O89 1.429, H98 1.100, H99 1.116, H100 1.071
91 N -4.367 2.664 1.475  C87 1.491, H101 1.040, H102 1.022
92 H -5.914 1.135 3.250  C86 1.057
93 H -6.134 2.829 3.477  C86 1.056
94 H -5.253 1.874 4.618  C86 1.064
95 H -3.660 3.247 3.320  C87 1.095
96 H -2.182 1.636 2.545  C88 1.106
97 H -3.414 0.263 2.592  C88 1.162
98 H -2.544 -0.431 5.811  C90 1.100
99 H -3.052 -0.969 4.264  C90 1.116
100 H -4.256 -0.221 5.331  C90 1.071
101 H -3.568 2.738 0.815  N91 1.040
102 H -4.899 1.928 1.006  N91 1.022
103 C 5.482 -1.032 -3.677  C104 1.487, O106 1.400, H107 1.088, H108 1.121
104 C 5.738 -0.159 -4.853  C103 1.487, O105 1.479, H109 1.105, H110 1.074
105 O 4.487 -0.197 -5.641  C104 1.479, H111 1.004
106 O 6.666 -0.981 -2.931  C103 1.400, H112 0.939
107 H 5.173 -2.022 -4.003  C103 1.088
108 H 4.564 -0.669 -3.144  C103 1.121
109 H 6.564 -0.637 -5.409  C104 1.105
110 H 5.901 0.835 -4.478  C104 1.074
111 H 4.639 -0.408 -6.611  O105 1.004
112 H 6.548 -1.596 -2.231  O106 0.939
113 C 0.856 -2.202 -5.491  C114 1.508, O116 1.440, H117 1.094, H118 1.069
114 C 0.060 -1.414 -4.481  C113 1.508, O115 1.377, H119 1.095, H120 1.085
115 O -0.035 -2.123 -3.304  C114 1.377, H121 0.977
116 O 2.089 -2.573 -4.846  C113 1.440, H122 0.996
117 H 1.024 -1.625 -6.405  C113 1.094
118 H 0.416 -3.111 -5.842  C113 1.069
119 H -0.956 -1.286 -4.869  C114 1.095
120 H 0.502 -0.425 -4.417  C114 1.085
121 H 0.548 -1.748 -2.616  O115 0.977
122 H 2.766 -1.880 -5.075  O116 0.996
123 C -3.410 -0.634 -3.582  C124 1.524, O126 1.418, H127 1.094, H128 1.088
124 C -4.786 -0.970 -4.145  C123 1.524, O125 1.400, H129 1.078, H130 1.125
125 O -4.676 -1.640 -5.369  C124 1.400, H131 0.990
126 O -2.869 -1.920 -3.329  C123 1.418, H132 0.996
127 H -3.608 -0.075 -2.662  C123 1.094
128 H -2.821 0.053 -4.187  C123 1.088
129 H -5.399 -0.094 -4.288  C124 1.078
130 H -5.370 -1.638 -3.453  C124 1.125
131 H -3.901 -2.228 -5.185  O125 0.990
132 H -1.908 -1.887 -3.071  O126 0.996
133 C -4.478 5.534 0.128  C134 1.563, O136 1.391, H137 1.085, H138 1.138
134 C -3.366 5.064 -0.865  C133 1.563, O135 1.415, H139 1.122, H140 1.126
135 O -2.339 4.305 -0.254  C134 1.415, H141 1.001
136 O -5.627 4.749 0.132  C133 1.391, H142 0.968
137 H -4.801 6.517 -0.198  C133 1.085
138 H -3.987 5.624 1.150  C133 1.138
139 H -2.913 5.968 -1.352  C134 1.122
140 H -4.038 4.531 -1.595  C134 1.126
141 H -1.768 3.815 -0.914  O135 1.001
142 H -5.513 4.080 0.821  O136 0.968

Computed properties:
- SMILES: COC[C@H](C)N.COC[C@H](C)N.COC[C@H](C)N.COC[C@H](C)N.COC[C@H](C)N.COC[C@H](C)N.OCCO.OCCO.OCCO.OCCO
- HOMO: -9.1 eV
- Total energy: -2654.85103 hartree